[1]
8
Properties=species:S:1:pos:R:3:forces:R:3 method="wB97M-V/def2-TZVPD" relative_energy_kj_mol=269.31 multiplicity=1 e_homo_ev=-10.78 e_lumo_ev=0.383 total_energy_ev=-6693.701 orbital_gap_ev=11.16
O -2.019701 0.512228 -0.295296 0.5 0.1 0.1
C -0.876335 0.654931 0.043713 -0.3 0.0 -0.1
C 0.096163 -0.510814 0.045116 -0.5 -0.3 0.1
C 1.429516 0.169820 -0.833829 0.6 -0.2 0.7
N 1.881657 -0.233348 0.197617 -0.3 0.3 -0.8
H -0.466402 1.621041 0.395069 -0.1 -0.1 0.0
H -0.225466 -1.313229 -0.617190 0.1 0.1 0.1
H 0.180571 -0.900628 1.064798 0.0 0.1 -0.1

[2]
8
Properties=species:S:1:pos:R:3:forces:R:3 method="wB97M-V/def2-TZVPD" relative_energy_kj_mol=281.72 multiplicity=1 e_homo_ev=-9.84 e_lumo_ev=-0.765 total_energy_ev=-6693.572 orbital_gap_ev=9.07
C 0.527453 1.241118 -0.120629 0.1 0.3 0.0
C -0.885748 -0.568858 0.105369 0.4 -0.1 -0.1
O 0.261630 -0.158246 -0.334587 -0.3 -0.2 0.2
C -0.837463 -2.029071 0.122251 -0.1 -0.9 0.3
N -0.878976 -3.157515 0.389571 0.0 0.9 -0.4
H 1.227495 1.564198 -0.891104 -0.1 -0.1 0.1
H -0.403854 1.807467 -0.135312 0.1 -0.1 -0.1
H 0.989462 1.300908 0.864440 0.0 0.2 -0.1

[3]
8
Properties=species:S:1:pos:R:3:forces:R:3 method="wB97M-V/def2-TZVPD" relative_energy_kj_mol=270.72 multiplicity=1 e_homo_ev=-8.57 e_lumo_ev=-0.342 total_energy_ev=-6693.686 orbital_gap_ev=8.22
C -0.750750 -0.139637 1.446745 -0.2 1.5 0.0
C -1.871448 2.129597 1.949377 1.0 -4.0 -1.0
C 0.058811 -0.162258 0.155683 0.0 -1.4 3.1
N -1.323378 1.110020 1.585151 0.6 0.2 0.1
O -2.546674 2.990141 2.284984 -0.9 2.2 0.7
H -0.853526 -0.308829 -0.383279 -0.4 -0.2 -1.6
H 0.727860 -1.059578 0.188075 -0.7 0.9 -0.5
H 0.533302 0.776659 0.021141 0.5 0.8 -0.8